This record from the Open Molecules 2025 dataset describes C8H32AsF6N16O8 as an isolated structure at a distorted geometry. The level of theory is wB97M-V/def2-TZVPD.

Computed properties:
- Charge: -1
- Electronic energy: -4637.4560 a.u.
- E_HOMO: -7.30 eV
- Frontier orbital gap: 8.307 eV
- Multiplicity: 1

Each line ends with the Mulliken charge.
Positions of all 71 atoms, in Å:
As: -0.315 0.420 0.166  2.056
F: -1.331 0.908 1.583  -0.448
F: 0.927 1.469 0.932  -0.536
F: 0.733 -0.064 -1.253  -0.454
F: -1.794 -0.478 -0.493  -0.635
F: -0.855 1.833 -0.829  -0.545
F: 0.271 -1.141 0.894  -0.337
C: 1.725 0.266 -4.671  0.509
O: 2.292 0.281 -5.759  -0.732
N: 1.387 1.328 -3.970  -0.154
N: 1.273 -0.809 -4.079  -0.133
H: 1.532 2.216 -4.429  0.235
H: 0.635 1.185 -3.311  0.018
H: 1.098 -0.772 -3.085  0.137
H: 1.433 -1.640 -4.630  0.152
C: 0.907 -4.727 -1.274  0.710
O: -0.274 -4.872 -1.153  -0.650
N: 1.603 -5.585 -1.949  -0.410
N: 1.665 -3.717 -0.829  -0.203
H: 1.227 -6.457 -2.292  0.236
H: 2.594 -5.452 -2.092  0.129
H: 1.259 -2.981 -0.269  -0.022
H: 2.662 -3.811 -0.965  0.170
C: 3.701 3.735 -0.967  0.612
O: 4.238 4.798 -1.052  -0.707
N: 3.303 3.312 0.171  -0.312
N: 3.323 2.996 -1.961  -0.269
H: 3.773 3.828 0.901  0.172
H: 2.607 2.581 0.220  0.194
H: 3.594 3.366 -2.860  0.212
H: 3.160 2.031 -1.710  0.112
C: -5.045 2.730 0.916  0.609
O: -6.065 3.154 0.507  -0.683
N: -3.822 2.884 0.428  -0.261
N: -4.999 2.142 2.066  -0.280
H: -3.050 2.522 0.970  0.133
H: -3.670 3.351 -0.454  0.160
H: -4.155 2.140 2.621  0.086
H: -5.943 1.982 2.387  0.175
C: 4.589 -1.139 1.547  0.617
O: 5.602 -0.990 0.964  -0.651
N: 4.435 -1.498 2.816  -0.389
N: 3.525 -1.259 0.876  -0.174
H: 5.218 -1.270 3.412  0.210
H: 3.602 -1.885 3.236  0.185
H: 3.664 -1.159 -0.119  0.141
H: 2.562 -1.501 1.060  -0.005
C: -2.934 3.249 4.333  0.745
O: -4.080 3.073 4.744  -0.651
N: -2.211 2.244 3.939  -0.372
N: -2.355 4.408 4.298  -0.486
H: -1.312 2.378 3.497  0.139
H: -2.696 1.360 4.002  0.224
H: -1.432 4.437 3.889  0.182
H: -2.926 5.230 4.163  0.241
C: -1.734 -0.714 -3.990  0.762
O: -1.788 -0.825 -5.230  -0.738
N: -1.912 0.347 -3.257  -0.206
N: -1.619 -1.744 -3.240  -0.360
H: -2.098 0.337 -2.264  0.089
H: -1.967 1.258 -3.688  0.191
H: -1.265 -2.570 -3.701  0.186
H: -1.290 -1.549 -2.305  0.095
C: -1.089 -3.530 2.955  0.684
O: -0.350 -4.403 3.249  -0.686
N: -1.535 -2.663 3.845  -0.368
N: -1.537 -3.352 1.790  -0.273
H: -1.392 -2.699 4.845  0.200
H: -1.871 -1.865 3.324  0.138
H: -1.153 -3.954 1.076  0.136
H: -2.255 -2.703 1.501  0.144